No. 1
Formula: C6H24HfN16O18
Source: the Open Molecules 2025 dataset
Level of theory: ωB97M-V with the def2-TZVPD basis set

Results
LUMO, Eh: 0.0027
Total charge: 0
Spin multiplicity: 1

Geometry (Å):
Hf 10.36 -23.20 -31.10
N 11.12 -19.70 -30.71
O 10.87 -20.91 -31.00
O 11.72 -19.46 -29.67
O 10.78 -18.81 -31.49
N 12.41 -26.12 -30.95
O 11.61 -25.19 -30.70
O 12.09 -27.28 -30.74
O 13.51 -25.85 -31.46
N 9.04 -25.14 -33.80
O 9.26 -24.83 -34.97
O 8.15 -25.95 -33.51
O 9.74 -24.63 -32.90
N 11.52 -23.40 -27.71
O 12.66 -23.83 -27.62
O 10.95 -22.88 -26.73
O 10.85 -23.51 -28.77
C 7.99 -25.50 -29.92
O 8.97 -24.78 -30.14
N 7.33 -25.35 -28.75
N 7.51 -26.39 -30.80
H 7.62 -24.64 -28.10
H 6.39 -25.69 -28.65
H 6.98 -27.13 -30.37
H 7.95 -26.46 -31.71
C 12.81 -23.34 -33.56
O 11.99 -23.31 -32.66
N 13.49 -24.46 -33.90
N 13.02 -22.31 -34.45
H 13.26 -25.24 -33.30
H 13.97 -24.58 -34.77
H 12.76 -21.37 -34.23
H 13.43 -22.49 -35.35
C 6.74 -22.95 -31.91
O 7.94 -22.96 -31.68
N 6.14 -23.95 -32.61
N 5.89 -21.96 -31.56
H 6.71 -24.73 -32.90
H 5.32 -23.74 -33.15
H 6.28 -21.09 -31.25
H 4.90 -22.09 -31.47
C 8.53 -21.18 -28.67
O 8.91 -21.99 -29.52
N 8.88 -21.28 -27.39
N 7.65 -20.19 -29.00
H 8.72 -20.61 -26.66
H 9.55 -22.02 -27.15
H 7.58 -19.93 -29.96
H 7.30 -19.58 -28.29
C 13.86 -22.28 -30.27
O 12.73 -22.73 -30.34
N 14.43 -21.51 -31.24
N 14.69 -22.69 -29.28
H 15.34 -21.11 -31.13
H 13.93 -21.33 -32.09
H 14.24 -23.16 -28.51
H 15.56 -22.19 -29.17
C 9.68 -21.29 -34.15
O 9.75 -21.82 -33.05
N 9.89 -19.95 -34.27
N 9.69 -21.98 -35.32
H 10.00 -19.41 -33.42
H 10.16 -19.48 -35.11
H 9.49 -22.98 -35.29
H 9.61 -21.50 -36.19

***

No. 2
Formula: C6H24N10O10
Source: the Open Molecules 2025 dataset
Level of theory: ωB97M-V with the def2-TZVPD basis set

Results
LUMO, Eh: 0.1603
Total charge: -2
Spin multiplicity: 1

Geometry (Å):
N 22.97 -12.96 -21.52
H 23.13 -13.61 -22.31
H 23.31 -12.00 -21.62
H 23.43 -13.53 -20.80
H 21.98 -12.91 -21.25
N 20.10 -16.03 -21.31
H 20.72 -16.24 -22.13
H 20.35 -16.66 -20.56
H 19.12 -16.13 -21.54
H 20.15 -15.04 -20.96
C 22.58 -15.49 -23.83
O 21.93 -15.02 -24.82
O 23.82 -15.06 -23.65
O 22.17 -16.40 -23.04
C 19.89 -12.79 -20.06
O 20.77 -13.75 -20.00
O 19.10 -12.53 -19.09
O 19.78 -12.08 -21.15
C 24.32 -13.60 -18.47
O 24.07 -12.40 -18.59
N 23.42 -14.55 -18.87
N 25.42 -14.11 -17.89
H 23.41 -15.52 -18.59
H 22.48 -14.31 -19.20
H 26.08 -13.50 -17.45
H 25.42 -15.10 -17.71
C 25.76 -16.67 -21.35
O 26.63 -17.12 -20.57
N 26.05 -15.83 -22.36
N 24.42 -16.95 -21.31
H 27.02 -15.59 -22.44
H 25.28 -15.46 -22.95
H 23.75 -16.87 -22.08
H 24.19 -17.52 -20.52
C 20.75 -10.96 -24.09
O 21.38 -11.06 -25.16
N 19.65 -11.67 -23.78
N 21.38 -10.34 -23.07
H 19.58 -11.90 -22.78
H 19.21 -12.16 -24.54
H 20.94 -9.98 -22.25
H 22.38 -10.30 -23.15
C 25.08 -10.44 -22.49
O 23.93 -10.30 -22.06
N 26.19 -10.28 -21.74
N 25.35 -10.79 -23.79
H 26.11 -10.05 -20.76
H 27.07 -10.52 -22.16
H 26.27 -11.04 -24.07
H 24.55 -10.78 -24.41

***

No. 3
Formula: C6H24N12O6
Source: the Open Molecules 2025 dataset
Level of theory: ωB97M-V with the def2-TZVPD basis set

Results
Structure (SMILES): NC(N)=O.NC(N)=O.NC(N)=O.NC(N)=O.NC(N)=O.NC(N)=O
LUMO, Eh: -0.0070
Total charge: 0
Spin multiplicity: 1

Geometry (Å):
N 28.40 -8.92 1.51
C 29.52 -8.12 1.41
N 29.93 -7.64 2.64
O 30.05 -7.83 0.36
H 28.13 -9.30 2.40
H 27.95 -9.30 0.70
H 30.62 -6.91 2.68
H 29.87 -8.26 3.43
N 25.56 -6.83 0.29
C 25.45 -8.08 -0.24
N 24.25 -8.72 -0.03
O 26.38 -8.61 -0.83
H 24.94 -6.50 1.00
H 26.41 -6.37 0.02
H 24.11 -9.57 -0.53
H 23.76 -8.45 0.80
N 30.14 -11.76 0.81
C 30.18 -12.48 1.96
N 29.78 -11.87 3.10
O 30.63 -13.62 1.99
H 29.48 -11.01 0.68
H 30.33 -12.28 -0.03
H 29.37 -10.95 3.17
H 29.75 -12.34 3.99
N 34.58 -9.89 3.26
C 33.28 -9.59 3.59
N 32.45 -10.64 3.88
O 32.88 -8.43 3.58
H 34.94 -10.74 2.87
H 35.07 -9.04 3.03
H 31.52 -10.28 3.97
H 32.70 -11.56 3.57
N 25.70 -8.75 4.26
C 26.77 -9.44 4.79
N 27.24 -8.90 5.95
O 27.35 -10.33 4.20
H 25.09 -9.28 3.67
H 25.40 -7.83 4.54
H 26.69 -8.28 6.51
H 28.09 -9.26 6.34
N 28.13 -10.48 -1.81
C 29.03 -10.16 -2.80
N 29.58 -11.25 -3.45
O 29.38 -9.03 -3.04
H 27.51 -9.74 -1.46
H 27.92 -11.44 -1.64
H 29.32 -12.16 -3.13
H 30.13 -11.13 -4.27

***

No. 4
Formula: C6H24O6
Source: the Open Molecules 2025 dataset
Level of theory: ωB97M-V with the def2-TZVPD basis set

Results
Structure (SMILES): CO.CO.CO.CO.CO.CO
LUMO, Eh: 0.0099
Total charge: 0
Spin multiplicity: 1

Geometry (Å):
C 5.66 -17.15 -14.81
O 4.99 -18.24 -14.20
H 5.13 -16.74 -15.67
H 5.51 -16.20 -14.29
H 6.69 -17.27 -15.13
H 4.54 -18.81 -14.82
C 10.75 -21.14 -12.17
O 11.31 -20.31 -13.16
H 11.26 -22.06 -11.87
H 10.56 -20.57 -11.26
H 9.80 -21.52 -12.54
H 11.87 -19.63 -12.75
C 8.40 -22.82 -15.09
O 8.67 -24.14 -14.72
H 7.94 -22.69 -16.07
H 7.71 -22.24 -14.46
H 9.27 -22.17 -15.20
H 7.85 -24.59 -14.94
C 6.82 -20.75 -11.59
O 5.87 -19.72 -11.74
H 7.29 -20.94 -10.62
H 6.25 -21.68 -11.65
H 7.56 -20.71 -12.39
H 5.92 -19.51 -12.67
C 8.05 -24.01 -11.18
O 9.30 -24.36 -10.54
H 7.67 -24.75 -11.89
H 7.22 -23.86 -10.49
H 8.25 -23.18 -11.86
H 9.86 -24.74 -11.22
C 2.92 -15.73 -11.93
O 4.09 -16.46 -11.67
H 2.11 -16.13 -11.32
H 2.94 -14.69 -11.60
H 2.67 -15.82 -12.98
H 4.10 -17.22 -12.26

***

Gap between HOMO and LUMO, respectively: 8.52, 5.36, 8.92, 10.14 eV.
ΔE to the lowest compared entry with this formula, charge and spin, respectively: 20.6, 0.0, 37.5, 110.8 kcal/mol.
HOMO energy, respectively: -8.44, -0.99, -9.11, -9.87 eV.